Arrangement i

ORCA calculation (ωB97M-V/def2-TZVPD) on C3H2O3 in the gas phase.

Results
orbital gap = 8.731 eV

CARTESIAN COORDINATES (ANGSTROEM)
O: -1.5450 -0.4135 1.2382
C: -0.9328 0.5256 0.8015
C: -0.0062 0.3773 -0.4030
O: -0.0239 1.1894 -1.2971
C: 0.9415 -0.8205 -0.4602
O: 1.2222 -1.4618 0.5178
H: -1.0506 1.5606 1.1762
H: 1.3894 -0.9878 -1.4591

Mulliken atomic charge list, values in e, 6 entries: atom 1 (O): -0.39, atom 2 (C): 0.04, atom 3 (C): 0.51, atom 4 (O): -0.45, atom 5 (C): 0.02, atom 6 (O): -0.41

Arrangement ii

ORCA calculation (ωB97M-V/def2-TZVPD) on 2 unconnected molecules or ions with the total composition C3H2O3.

Results
orbital gap = 10.480 eV

CARTESIAN COORDINATES (ANGSTROEM)
C: 1.2127 -3.3988 1.4711
C: -0.7152 -1.2465 0.0068
C: 0.7669 -0.9529 -0.0458
O: 1.9547 -3.0984 2.3019
O: 0.4085 -3.6573 0.7116
O: 0.0579 -0.3850 0.7826
H: -1.4119 -0.6875 -0.6739
H: -1.0835 -2.1636 0.6229

Mulliken atomic charge list, values in e, 6 entries: atom 1 (C): 0.74, atom 2 (C): -0.10, atom 3 (C): -0.25, atom 4 (O): -0.37, atom 5 (O): -0.38, atom 6 (O): -0.07

Arrangement iii

ORCA calculation (ωB97M-V/def2-TZVPD) on C3H2O3 in the gas phase.

Results
orbital gap = 9.401 eV

CARTESIAN COORDINATES (ANGSTROEM)
O: -2.3467 0.6143 0.2256
C: -1.2464 0.5882 0.7094
C: -0.0353 0.0682 -0.1388
O: 0.1616 0.7539 -1.1210
C: 1.1975 -0.8772 -0.3262
O: 2.2742 -0.6703 0.1586
H: -1.0262 1.0758 1.6767
H: 1.0212 -1.5528 -1.1843

Mulliken atomic charge list, values in e, 6 entries: atom 1 (O): -0.37, atom 2 (C): -0.02, atom 3 (C): 0.49, atom 4 (O): -0.36, atom 5 (C): 0.08, atom 6 (O): -0.41

Bottom line: arrangement i, by a margin of 93.8 kJ/mol.